# 1
Density functional theory data (ωB97M-V with the def2-TZVPD basis set) for a molecular structure, C10H19GaNSi.

The geometry in XYZ format:
```
32
Properties=species:S:1:pos:R:3:forces:R:3
C -0.467 1.097 -2.923 0.54 0.43 2.43
C 0.934 1.045 -2.572 -2.66 2.98 3.22
C 1.131 1.923 -1.355 -5.56 -1.52 -2.56
C -0.227 2.419 -0.954 1.69 -2.79 -4.12
C -1.199 1.895 -1.926 3.67 -0.41 0.19
Ga -0.135 -0.960 -0.372 -3.26 3.06 -1.22
N -2.172 -0.546 -0.402 0.35 -0.37 -0.31
C 0.343 -2.386 -1.466 1.32 -2.99 -3.48
C 1.867 -2.049 -1.551 -1.01 -1.59 1.05
H 2.028 2.163 -0.928 2.14 0.55 1.10
H 1.680 0.458 -2.992 1.16 -0.75 -0.94
H -0.421 3.077 -0.171 -0.35 0.95 1.09
H -2.255 1.970 -1.837 -0.66 0.18 -0.09
H -0.926 0.402 -3.611 -0.13 0.16 -0.25
H 2.273 -1.606 -2.492 -0.29 -0.51 1.33
H -0.042 -3.214 -0.783 1.26 0.40 -0.53
H -2.782 -0.668 -1.219 0.43 -0.02 -0.21
H 2.466 -2.315 -0.610 -0.52 0.71 -1.80
H -0.088 -2.754 -2.552 0.76 1.63 2.72
C 1.014 -1.366 2.434 -0.06 -0.12 1.19
Si -0.202 -0.110 1.734 1.07 0.36 -0.51
C -1.930 -0.252 2.401 -0.74 -0.47 0.59
C 0.457 1.594 2.116 0.14 0.39 0.49
H 0.809 -2.398 2.091 0.03 0.43 0.28
H 0.861 -1.293 3.525 0.55 -0.50 -0.02
H 2.060 -1.118 2.176 -0.49 -0.01 0.12
H -1.865 -0.359 3.524 -0.34 0.14 -0.92
H -2.521 0.652 2.099 0.55 -0.83 0.37
H -2.442 -1.133 1.918 0.47 0.91 0.74
H 0.497 1.641 3.220 0.09 0.19 -0.19
H 1.464 1.796 1.717 -0.39 -0.19 0.09
H -0.211 2.394 1.762 0.22 -0.41 0.16
```
Forces are in eV/Å.

Output
energy relative to the best compared isomer or geometry (same formula, charge and spin)	0.9129	eV
lowest unoccupied orbital energy (spin up / spin down)	3.2 / 3.0	eV
strongest force on any atom	6.31	eV/A
total charge	-1

# 2
Density functional theory data (ωB97M-V with the def2-TZVPD basis set) for 19 unconnected molecules or ions with the total composition C72H106O57.

The geometry in XYZ format:
```
235
Properties=species:S:1:pos:R:3:forces:R:3
C 12.447 -3.898 8.647 -2.30 -0.20 0.14
C 13.144 -4.940 7.859 0.10 -1.64 -0.37
O 14.511 -4.778 8.204 0.13 0.42 0.12
C 14.619 -3.677 9.013 2.99 -0.08 -0.52
O 15.666 -3.208 9.387 -1.03 -0.77 -0.31
O 13.456 -3.154 9.259 -1.37 1.25 0.47
H 11.822 -4.392 9.390 0.19 0.20 0.43
H 11.739 -3.338 8.037 0.55 0.69 0.06
H 12.937 -4.942 6.789 0.61 0.59 -0.16
H 12.799 -5.925 8.175 0.29 -0.19 0.20
C 7.442 -5.172 9.860 -2.73 0.62 0.76
C 8.474 -6.176 10.084 0.37 -1.26 0.91
O 9.481 -5.774 9.206 1.53 0.62 -1.03
C 9.003 -4.857 8.320 1.21 -0.36 -1.71
O 9.632 -4.403 7.382 -1.18 -0.74 1.88
O 7.707 -4.652 8.574 0.00 0.83 -0.15
H 7.379 -4.401 10.628 0.41 0.39 -0.22
H 6.457 -5.639 9.859 -0.09 0.12 -0.23
H 8.086 -7.158 9.812 0.36 -0.23 -0.08
H 8.844 -6.198 11.109 0.12 -0.04 -0.12
C 9.816 -7.511 1.027 -0.58 -1.01 -0.94
C 11.035 -7.041 1.660 3.77 -1.91 -0.20
O 10.967 -5.631 1.726 -0.40 -0.44 0.66
C 9.670 -5.442 1.956 -1.01 1.75 -0.58
O 9.241 -4.384 2.374 -0.08 -1.52 -0.24
O 8.955 -6.517 1.552 -1.49 1.50 0.41
H 9.467 -8.501 1.319 0.09 0.24 0.58
H 9.901 -7.588 -0.056 -0.51 0.99 -0.25
H 11.931 -7.262 1.080 0.02 -0.20 0.11
H 11.108 -7.534 2.629 0.25 0.59 0.35
C 12.476 0.827 -1.542 -1.59 2.08 0.95
C 11.554 1.977 -1.040 -1.38 -0.29 0.40
O 12.343 3.169 -1.024 -2.33 -0.38 -0.54
C 13.567 2.837 -1.283 2.95 3.45 0.33
O 14.454 3.673 -1.237 -0.76 -1.99 -0.33
O 13.712 1.560 -1.564 0.88 -2.81 -0.35
H 12.182 0.460 -2.525 0.43 0.21 -0.07
H 12.284 0.056 -0.797 1.40 -0.35 0.05
H 11.200 1.928 -0.011 0.10 -0.86 0.02
H 10.656 2.000 -1.657 0.13 0.80 -0.21
C 13.069 -3.883 3.669 1.66 0.12 0.02
C 14.436 -4.656 3.563 -3.04 0.36 -0.19
C 15.382 -4.052 2.556 -0.04 -0.47 -0.93
O 16.545 -3.864 3.300 1.59 0.72 -0.90
C 16.368 -4.120 4.561 1.84 0.71 4.57
O 17.177 -3.865 5.456 -1.92 -0.81 -2.39
O 15.145 -4.649 4.811 -0.08 0.16 -0.98
H 12.540 -3.820 2.718 -0.02 -0.76 -0.05
H 13.272 -2.830 3.862 -0.07 0.04 0.77
H 12.511 -4.407 4.445 -0.38 0.52 -0.07
H 14.081 -5.657 3.320 0.81 -0.39 0.05
H 15.075 -3.096 2.134 -0.25 0.06 0.16
H 15.641 -4.722 1.736 -0.24 -0.06 -0.07
C 4.867 5.075 0.050 0.09 -0.82 -0.41
C 5.189 3.940 1.025 -0.13 0.31 1.53
C 4.702 2.503 0.867 -1.34 0.38 0.24
O 5.866 1.691 0.782 0.56 0.32 -0.36
C 6.944 2.466 1.016 -0.17 1.26 -1.50
O 8.083 2.134 0.909 0.15 -0.55 0.71
O 6.585 3.779 1.184 1.29 -1.15 -0.28
H 5.630 5.845 0.163 -0.51 0.37 0.56
H 3.825 5.366 0.184 0.23 0.53 0.34
H 4.935 4.869 -1.019 0.13 -0.82 -0.04
H 4.894 4.198 2.042 -0.52 0.73 -0.19
H 4.002 2.503 0.032 0.44 -0.96 -0.42
H 4.181 2.142 1.753 -0.20 0.27 -0.07
C 17.858 -0.152 -1.273 -0.53 0.59 0.68
C 16.442 0.168 -0.712 1.45 -1.44 -3.26
C 15.666 -1.102 -0.384 1.51 0.72 1.17
O 15.105 -0.711 0.878 -1.01 -0.11 0.36
C 15.688 0.427 1.333 -1.62 1.07 3.48
O 15.447 0.932 2.439 0.59 -1.65 -2.73
O 16.513 0.943 0.459 0.23 0.14 -0.65
H 18.242 0.711 -1.817 0.15 0.01 0.23
H 17.882 -0.994 -1.965 -0.37 -0.07 0.07
H 18.489 -0.388 -0.417 0.25 0.01 -0.12
H 15.884 0.606 -1.540 0.00 1.02 0.60
H 16.345 -1.920 -0.143 -0.06 -0.29 -0.31
H 15.002 -1.358 -1.210 -0.54 -0.03 0.65
C 8.260 0.956 8.417 0.66 -1.60 -0.33
C 6.940 0.222 8.420 -0.40 2.86 0.19
C 5.778 1.241 8.329 0.91 -0.28 0.82
O 4.810 0.438 7.730 -2.05 0.36 0.59
C 5.366 -0.515 7.022 1.12 1.20 -1.42
O 4.787 -1.094 6.169 -0.03 -1.44 -0.30
O 6.726 -0.516 7.229 -0.64 -0.98 0.24
H 8.324 1.800 9.105 -0.22 -0.27 0.12
H 8.582 1.270 7.424 -0.42 0.13 -0.10
H 8.926 0.134 8.680 0.94 0.58 0.28
H 6.871 -0.413 9.303 -0.21 -0.18 -0.03
H 6.026 2.083 7.683 0.14 -0.08 -0.28
H 5.409 1.664 9.263 0.04 -0.37 0.10
C 11.393 -7.042 5.820 -0.32 -0.93 0.76
C 10.483 -8.318 5.828 2.08 1.27 -0.66
C 9.110 -8.161 6.423 -0.75 1.12 0.39
O 8.252 -8.828 5.514 -0.09 -1.29 -0.22
C 8.931 -9.074 4.388 -0.31 0.41 -3.42
O 8.488 -9.398 3.304 -0.09 -0.13 2.12
O 10.235 -8.718 4.464 -0.70 0.00 1.25
H 11.163 -6.374 6.651 -0.24 -0.10 0.02
H 11.355 -6.441 4.912 -0.14 -0.32 -0.12
H 12.387 -7.443 6.016 0.26 0.53 -0.37
H 11.139 -9.100 6.210 -0.67 -0.24 0.62
H 8.718 -7.145 6.408 0.63 0.55 -0.17
H 8.958 -8.434 7.467 0.24 -0.87 -0.21
C 7.154 -3.115 -0.062 -1.25 0.11 0.58
C 7.971 -3.171 -1.297 0.77 2.51 0.63
C 9.351 -2.403 -1.137 -1.62 -1.35 0.37
O 10.264 -3.394 -1.592 0.75 -0.59 -1.05
C 9.638 -4.601 -1.887 1.82 -0.45 0.52
O 10.212 -5.637 -2.194 -1.32 2.59 0.57
O 8.349 -4.448 -1.644 -0.59 -2.22 -0.82
H 6.938 -2.066 0.142 0.40 0.21 0.34
H 7.595 -3.619 0.799 0.25 0.18 -0.08
H 6.138 -3.495 -0.159 0.08 -0.47 -0.35
H 7.430 -2.663 -2.095 -0.11 -0.47 -0.35
H 9.589 -2.189 -0.095 -0.05 0.11 -0.01
H 9.250 -1.481 -1.708 0.87 -0.16 -0.28
C 9.564 2.878 4.741 -0.28 0.62 -0.87
C 8.211 3.437 5.172 2.48 0.73 0.38
C 7.745 4.568 4.317 0.00 0.97 -0.53
O 6.376 4.208 4.128 -1.17 1.23 -1.15
C 6.122 2.945 4.483 -1.77 -0.27 -0.64
O 5.094 2.306 4.290 2.07 1.52 0.29
O 7.188 2.505 5.103 0.19 -2.65 1.17
H 9.863 1.929 5.187 0.13 0.31 0.33
H 10.259 3.709 4.863 0.41 -0.26 0.82
H 9.637 2.784 3.657 -0.54 -0.53 -0.26
H 8.340 3.877 6.161 -0.41 -0.74 0.45
H 8.301 4.752 3.398 -0.40 -0.94 -0.66
H 7.869 5.554 4.764 -0.73 -0.13 0.65
C 10.769 2.793 10.656 1.11 -1.79 1.68
C 10.968 3.837 9.679 0.02 0.45 -2.18
C 10.737 3.482 8.187 1.18 -0.30 0.50
O 9.925 4.531 7.701 -1.46 1.16 -0.01
C 9.516 5.341 8.705 -0.35 4.49 1.99
O 8.941 6.474 8.684 2.06 -5.67 -0.84
O 10.027 4.863 9.911 -1.14 1.10 -1.38
H 9.886 2.158 10.589 -0.29 0.60 0.01
H 10.925 3.260 11.628 -0.63 -0.18 0.28
H 11.596 2.084 10.618 0.19 -0.06 -0.32
H 11.981 4.237 9.736 -0.02 0.25 0.37
H 10.317 2.488 8.030 -0.28 0.22 -0.06
H 11.681 3.548 7.647 -0.06 -0.22 -0.07
C 3.805 -4.002 7.773 1.45 -0.19 1.74
C 2.461 -3.692 8.385 1.90 -1.71 -1.87
C 2.466 -2.839 9.627 -1.84 0.69 0.15
O 1.729 -1.676 9.189 -0.63 0.01 -1.98
C 1.166 -1.954 7.922 -2.30 1.27 -1.07
O 0.222 -1.381 7.381 3.06 -1.01 2.06
O 1.774 -3.023 7.338 -1.14 1.39 1.73
H 4.560 -3.227 7.902 -0.42 0.77 -0.61
H 3.787 -4.366 6.746 -0.17 -0.13 0.32
H 4.248 -4.691 8.492 0.13 -1.01 -0.43
H 2.001 -4.667 8.539 -0.49 0.18 0.19
H 3.412 -2.568 10.095 0.12 0.08 -0.50
H 1.804 -3.252 10.388 0.37 -0.38 0.20
C 2.266 0.421 4.595 -1.24 0.26 1.07
C 2.661 -0.616 3.625 1.44 -0.48 -1.52
C 2.023 -1.976 3.640 -0.06 -1.24 1.64
O 1.763 -2.290 2.285 -0.15 -2.68 1.17
C 1.821 -1.221 1.576 -0.84 1.59 -2.74
O 1.461 -1.120 0.421 0.66 -0.03 1.27
O 2.290 -0.232 2.318 -0.80 2.77 -1.54
H 2.481 1.437 4.265 0.32 -0.22 -0.01
H 2.614 0.258 5.615 0.56 -0.05 -0.24
H 1.186 0.340 4.722 -0.29 0.20 -0.19
H 3.727 -0.696 3.408 0.53 -0.22 1.36
H 1.090 -2.048 4.199 -0.16 0.34 0.00
H 2.678 -2.726 4.084 0.07 -0.15 -0.20
C 9.214 -1.310 5.461 0.46 0.26 -1.69
C 9.933 -1.513 4.083 -1.75 -2.15 1.73
C 9.082 -1.275 2.854 -0.69 0.31 0.33
O 9.990 -0.606 2.023 0.35 0.73 -1.99
C 11.022 -0.180 2.744 1.72 2.68 -3.59
O 11.904 0.577 2.407 -0.66 -0.08 -0.93
O 11.007 -0.676 3.883 1.07 -0.74 5.17
H 8.364 -1.991 5.413 0.21 -0.31 0.64
H 8.760 -0.323 5.555 0.12 0.23 -0.33
H 9.906 -1.423 6.296 -0.18 -0.48 -0.02
H 10.318 -2.530 4.012 0.02 -0.23 0.35
H 8.286 -0.571 3.096 -0.42 -0.11 -0.19
H 8.734 -2.163 2.326 0.00 0.18 0.34
C 13.535 3.865 4.771 -1.54 -0.25 -1.16
C 13.571 3.862 3.226 -0.61 -1.10 1.34
C 12.308 4.437 2.525 1.19 -1.56 -0.43
O 12.932 5.441 1.730 -3.64 1.55 -0.86
C 14.203 5.546 1.849 4.84 0.49 -0.50
O 14.988 6.186 1.143 -2.58 -1.55 2.29
O 14.599 4.742 2.916 0.94 1.52 -1.78
H 13.304 4.895 5.042 0.78 0.17 0.34
H 14.423 3.405 5.204 -0.15 0.47 0.04
H 12.627 3.357 5.098 0.12 -0.64 0.15
H 13.811 2.893 2.790 -0.01 -0.23 0.27
H 11.478 4.601 3.212 0.29 1.64 0.14
H 11.832 3.792 1.787 0.41 -0.53 0.06
C 10.816 -0.745 11.484 -0.03 0.00 0.49
C 11.189 -1.764 12.590 -0.86 -0.48 -1.15
C 10.021 -2.637 13.091 0.01 1.20 0.66
O 10.360 -4.002 12.824 0.33 -0.01 0.65
C 11.604 -4.042 12.298 1.34 -0.60 -2.96
O 12.220 -5.009 11.854 -1.97 2.21 1.94
O 11.997 -2.760 12.032 1.68 -1.57 -0.52
H 9.865 -0.236 11.641 -0.03 0.10 0.72
H 10.621 -1.246 10.536 0.57 -0.32 -0.04
H 11.574 0.028 11.359 0.05 -0.29 -0.12
H 11.771 -1.410 13.441 -0.33 0.77 -0.14
H 9.053 -2.410 12.644 0.11 -0.09 0.01
H 10.056 -2.350 14.142 -0.90 -1.06 0.35
C 6.620 -4.684 5.309 0.16 -0.33 0.29
C 5.660 -3.854 4.531 0.24 0.27 0.65
C 6.281 -2.912 3.545 1.76 0.35 1.70
O 5.469 -2.984 2.440 -1.74 0.67 -1.33
C 4.673 -4.073 2.523 -0.40 -2.95 -3.25
O 4.055 -4.576 1.572 1.58 2.15 3.39
O 4.914 -4.704 3.704 -1.59 -0.26 -0.98
H 7.272 -5.208 4.610 0.20 0.04 0.05
H 6.063 -5.438 5.867 0.04 -0.01 0.18
H 7.198 -4.074 6.003 0.09 -0.05 -0.03
H 5.002 -3.273 5.177 -0.22 -0.16 0.12
H 7.293 -3.208 3.270 0.00 -0.25 -0.05
H 6.344 -1.948 4.048 -0.29 0.47 -0.63
C 16.120 1.293 6.354 0.78 0.98 -0.57
C 14.831 0.701 5.847 1.62 -0.86 1.37
C 14.835 -0.825 5.847 1.82 0.38 -2.43
O 13.567 -1.148 6.261 -1.64 -2.83 -0.17
C 13.085 -0.202 6.999 -2.57 0.99 1.85
O 12.105 -0.275 7.751 1.94 0.17 -1.66
O 13.801 0.889 6.790 -1.15 2.39 1.19
H 16.417 1.133 7.390 -0.46 -0.40 -0.02
H 16.132 2.368 6.175 -0.21 0.19 0.24
H 16.942 0.974 5.713 0.02 -0.40 -0.03
H 14.634 1.140 4.869 -0.60 -0.23 0.03
H 15.543 -1.392 6.452 0.35 0.50 0.07
H 14.977 -1.019 4.784 -0.08 -1.00 0.02
```
Forces are in eV/Å.

Output
lowest unoccupied orbital energy	-0.9	eV
strongest force on any atom	6.09	eV/A

# 3
Density functional theory data (ωB97M-V with the def2-TZVPD basis set) for a gas-phase ion, C3H6IN2 (charge +1).

The geometry in XYZ format:
```
12
Properties=species:S:1:pos:R:3:forces:R:3
C 0.498 -0.352 -0.074 -2.11 3.14 -0.45
C -0.839 0.086 -0.261 1.15 1.53 -0.25
C -1.884 -0.679 0.102 -1.25 -1.57 0.39
N 0.947 -1.484 0.017 1.23 -2.94 0.31
N 1.345 0.971 0.033 1.10 0.26 -0.49
I -3.853 -0.052 0.021 0.36 -0.23 -0.05
H -1.017 1.079 -0.651 0.20 0.20 0.10
H -1.729 -1.664 0.515 -0.55 -0.25 0.12
H 1.912 -1.730 0.173 0.04 0.25 0.14
H 0.832 1.683 0.567 0.25 -0.35 -0.15
H 1.525 1.337 -0.916 -0.02 -0.08 0.43
H 2.261 0.804 0.473 -0.40 0.04 -0.11
```
Forces are in eV/Å.

Output
energy relative to the best compared isomer or geometry (same formula, charge and spin)	0.8166	eV
2S+1	3
lowest unoccupied orbital energy (spin up / spin down)	-3.5 / -8.5	eV
⟨S²⟩	2.014
strongest force on any atom	3.81	eV/A
total charge	+1

# 4
Density functional theory data (ωB97M-V with the def2-TZVPD basis set) for a single C5H7NO2 molecule.

The geometry in XYZ format:
```
15
Properties=species:S:1:pos:R:3:forces:R:3
C -1.273 -0.431 1.864 0.44 -1.92 3.78
N -0.491 -0.365 0.695 -1.02 4.31 -0.04
C 0.784 -0.774 0.738 -0.01 -3.00 0.33
O 1.321 -1.618 1.537 -1.50 3.30 -2.25
C 1.271 -0.444 -0.606 2.81 1.36 -2.85
C 0.952 0.440 -1.615 0.61 -0.79 -0.01
C -0.098 1.415 -1.824 -4.30 0.86 0.35
O -0.998 1.827 -0.971 4.02 -1.52 -3.98
H -2.331 -0.152 1.709 0.64 -0.58 0.01
H -1.011 -1.501 2.150 -1.64 0.79 0.23
H -0.897 0.073 2.893 -0.43 -0.26 -2.64
H -0.765 0.531 0.077 1.10 -2.24 1.34
H 2.180 -0.923 -0.963 -0.09 -0.75 0.64
H 1.500 0.360 -2.610 -0.24 -0.20 1.72
H -0.147 1.565 -3.074 -0.39 0.63 3.36
```
Forces are in eV/Å.

Output
energy relative to the best compared isomer or geometry (same formula, charge and spin)	3.2707	eV
structure (SMILES)	CNC(=O)/C=C\C=O
lowest unoccupied orbital energy	-1.6	eV
strongest force on any atom	5.85	eV/A

Number 1: total energy -72416.2050 eV. Number 2: total energy -193088.5399 eV. Number 3: total energy -14276.6684 eV. Number 4: total energy -10880.3467 eV.